(1)
48
Properties=species:S:1:pos:R:3 method="wB97M-V/def2-TZVPD" s_squared=0.7543 total_charge=-1 multiplicity=2 lumo_energy_ev="2.0 / 0.9" e_above_lowest_ev=0.2404 orbital_gap_ha="0.2987 / 0.2573" e_homo_ev="-6.13 / -6.12"
Ir 0.06693 -0.27082 0.21794
N -0.29253 2.13721 0.55713
C 0.73191 2.80255 -0.22036
C 2.03108 2.03073 -0.03194
O 3.12900 2.56190 -0.16737
N 1.81659 0.75946 0.32065
C 2.94788 -0.10573 0.55438
C 2.46963 -1.38986 1.20256
O 3.21968 -2.21909 1.65496
O 1.14733 -1.53356 1.25341
H -1.26231 2.31912 0.33305
H -0.14822 2.17430 1.55804
H 0.90255 3.84115 0.06981
H 0.45121 2.77639 -1.27466
H 3.68197 0.36806 1.20702
H 3.46725 -0.37062 -0.37308
O -2.25799 -0.45170 3.56505
C -1.70505 -0.54503 2.48895
O -0.68997 0.14895 2.08892
C -2.21214 -1.54255 1.46992
C -3.31280 -2.34491 1.69983
C -3.73061 -3.19598 0.69305
C -3.03545 -3.22182 -0.50887
C -1.93975 -2.39669 -0.66485
N -1.54756 -1.58117 0.31482
H -3.80985 -2.26399 2.65557
H -4.59374 -3.83299 0.83666
H -3.33434 -3.86942 -1.32052
H -1.35717 -2.36337 -1.57507
Br -5.78297 1.19019 -6.31221
C -4.73510 1.08811 -4.73020
C -5.32159 1.39770 -3.51366
C -4.55283 1.31834 -2.36355
C -3.21819 0.93686 -2.43095
C -2.64961 0.63025 -3.66196
C -3.40815 0.70490 -4.82151
C -2.42256 0.84327 -1.15205
O -2.96539 1.06106 -0.07133
O -1.18498 0.53058 -1.32747
H -6.36037 1.69417 -3.46961
H -4.97468 1.54823 -1.39422
H -1.61217 0.32750 -3.71272
H -2.97081 0.46777 -5.78132
N 0.86526 -1.02185 -1.48175
C 0.84103 -0.96381 -2.65198
N 0.70904 -1.04999 -3.91089
C 1.51330 -0.43684 -4.76957
N 2.15210 0.04854 -5.60204

(2)
45
Properties=species:S:1:pos:R:3 method="wB97M-V/def2-TZVPD" s_squared=0.7788 total_charge=+1 multiplicity=2 lumo_energy_ev="-4.7 / -4.7" e_above_lowest_ev=19.8755 orbital_gap_ha="0.1905 / 0.2024" e_homo_ev="-9.88 / -10.16"
Ir -0.45894 0.24923 -0.13412
C 1.28309 4.65348 3.45387
C 2.15510 3.50841 3.51883
N 2.87769 2.62991 3.57948
C 3.56036 1.43551 3.37715
C 3.10381 0.53574 2.52303
C 3.96264 -0.57442 2.00046
O 4.98874 -0.85722 2.92169
C 0.46043 1.06184 2.87794
C 0.72042 -1.27727 1.75419
N 0.14223 -2.31094 1.75692
C -0.04072 -3.43588 0.92584
C 0.78683 -4.53492 1.09594
C 0.66271 -5.62482 0.25029
C -0.28591 -5.61986 -0.75990
C -1.11607 -4.52120 -0.93065
C -0.99545 -3.43037 -0.08579
I -2.24905 -1.78612 -0.43335
C 1.04181 1.89789 0.42869
O 1.24125 2.96095 0.01611
H 1.74773 5.48739 3.98068
H 0.32891 4.40597 3.91701
H 1.13235 4.90845 2.40259
H 4.50678 1.33357 3.88961
H 4.34705 -0.25967 1.02281
H 3.34860 -1.46490 1.82766
H 5.84731 -0.78652 2.49290
H 1.95602 0.02261 0.55889
H 1.51806 -4.52539 1.89269
H 1.31428 -6.47736 0.38191
H -0.38017 -6.46675 -1.42512
H -1.84479 -4.51035 -1.72952
S -0.54241 0.73729 -2.43756
C 0.82022 -0.27127 -2.69298
S 1.40723 -0.68292 -1.08985
C 1.34970 -0.76689 -3.84086
C 0.77392 -0.44047 -5.10413
N 0.28072 -0.16233 -6.10466
C 2.46140 -1.65905 -3.76223
N 3.33432 -2.40350 -3.67702
Cl 1.38629 0.53730 1.74916
C -0.95733 1.20304 3.07756
Cl -1.94623 1.52818 1.47153
H -1.20450 2.09612 3.64483
H -1.47879 0.33377 3.48134

(3)
43
Properties=species:S:1:pos:R:3 method="wB97M-V/def2-TZVPD" lumo_energy_ev=0.0 smiles="O=C(Cn1cnc2ccccc2c1=O)Nc1nnc(SCc2ccc(Cl)cc2)s1" orbital_gap_ha=0.3051 e_homo_ev=-8.30
O -1.80872 3.00941 1.41347
C -0.70776 3.02392 0.91148
N 0.22921 2.06607 1.13003
C -0.01263 0.99137 1.93860
N 0.84249 0.05293 2.15757
N 0.40000 -0.88393 2.98462
C -0.80317 -0.67428 3.40590
S -1.64975 -1.69853 4.50430
C -0.45391 -3.09416 4.62335
C -0.56491 -3.98922 3.43480
C 0.35738 -3.90788 2.39812
C 0.23709 -4.72008 1.28510
C -0.81486 -5.61830 1.20776
C -1.74747 -5.70966 2.22917
C -1.61810 -4.89252 3.33595
H -2.34620 -4.95241 4.13168
H -2.56380 -6.41077 2.15571
Cl -0.96889 -6.63784 -0.18011
H 0.95340 -4.65565 0.48131
H 1.16494 -3.19523 2.45921
H -0.73199 -3.60471 5.54444
H 0.53308 -2.64638 4.71018
S -1.54372 0.79386 2.77713
H 1.13106 2.11860 0.64389
C -0.23327 4.12987 -0.03501
N -0.10026 3.65041 -1.39848
C -1.09877 3.84775 -2.30803
N -1.06604 3.49826 -3.53273
C 0.06290 2.87505 -3.99892
C 0.13634 2.49995 -5.34421
C 1.26573 1.87425 -5.81986
C 2.34325 1.60518 -4.97446
C 2.28900 1.96393 -3.64783
C 1.15137 2.60421 -3.14726
C 1.07029 2.98026 -1.74846
O 1.92242 2.75158 -0.90115
H 3.10671 1.76604 -2.97154
H 3.22006 1.11196 -5.36530
H 1.32134 1.58580 -6.85900
H -0.70558 2.71488 -5.98239
H -1.98533 4.34575 -1.93801
H 0.74682 4.48695 0.29743
H -0.95976 4.94333 -0.00844

(4)
40
Properties=species:S:1:pos:R:3 method="wB97M-V/def2-TZVPD" s_squared=0.7510 total_charge=+1 multiplicity=2 lumo_energy_ev="-3.9 / -4.0" e_above_lowest_ev=1.3745 orbital_gap_ha="0.2998 / 0.2970" e_homo_ev="-12.10 / -12.09"
Yb 0.77413 1.19768 0.79620
C 0.95067 -2.96026 3.16696
C -0.11181 -2.68051 4.02428
C -0.87365 -1.54401 3.84017
C -0.56151 -0.73104 2.75999
N 0.47237 -0.97672 1.94067
C 1.21847 -2.07337 2.14984
N -1.16248 0.51814 2.51711
C -1.63661 0.76798 1.34036
N -1.32618 2.00854 0.79818
C -1.22322 1.82310 -0.57634
N -0.36932 2.56345 -1.19881
C 0.49729 1.97998 -2.13584
C 0.73140 2.50812 -3.39815
C 1.70205 1.90852 -4.17244
C 2.44506 0.84337 -3.66652
C 2.18983 0.42338 -2.38225
N 1.22300 0.97058 -1.62570
C -1.80286 0.49895 -0.94252
C -2.06712 -0.08835 -2.16908
C -2.61270 -1.36348 -2.15221
C -2.86933 -2.02884 -0.94859
C -2.58903 -1.43845 0.27476
C -2.05868 -0.15857 0.24930
H 1.56975 -3.83578 3.29649
H -0.33754 -3.34842 4.84580
H -1.68693 -1.27713 4.49927
H 2.05334 -2.22732 1.47786
H 0.16027 3.35995 -3.73846
H 1.89072 2.27830 -5.17219
H 3.22100 0.36694 -4.24723
H 2.77093 -0.36908 -1.92784
H -1.87383 0.42893 -3.09976
H -2.85004 -1.85429 -3.08655
H -3.29975 -3.02090 -0.97631
H -2.79241 -1.95131 1.20578
Cl 2.47085 3.08985 0.70867
C 2.34943 2.01913 2.25470
H 2.05503 2.71189 3.03898
H 3.35941 1.66103 2.43145

(5)
42
Properties=species:S:1:pos:R:3 method="wB97M-V/def2-TZVPD" total_charge=+2 lumo_energy_ev=-8.2 orbital_gap_ha=0.1657 e_homo_ev=-12.72
Sn 0.00000 0.00000 0.00000
O -4.10020 -5.43740 1.13380
C -3.74610 -4.97980 0.00240
O -4.09750 -5.43000 -1.13230
C -2.81970 -3.78840 0.00750
C -2.36560 -3.22730 -1.20060
C -1.51140 -2.13750 -1.16500
N -1.15100 -1.60740 0.01460
C -1.51600 -2.14620 1.18750
C -2.36950 -3.23480 1.21940
C -0.86550 -1.47740 2.33090
C -1.11610 -1.79610 3.66480
C -0.42440 -1.11700 4.66760
C 0.49840 -0.13780 4.32070
C 0.69620 0.12800 2.97730
N 0.04710 -0.50950 1.98440
C -0.86570 -1.46800 -2.31830
C -1.13440 -1.79420 -3.64790
C -0.45570 -1.12520 -4.66680
C 0.47420 -0.14580 -4.34230
C 0.69180 0.13030 -3.00450
N 0.05560 -0.49770 -1.99710
H -2.68330 -3.67880 -2.13430
H -2.68780 -3.68940 2.15130
H -1.83440 -2.56250 3.93440
H -0.60660 -1.35690 5.71080
H 1.05140 0.40470 5.07780
H 1.40430 0.88180 2.64840
H -1.85820 -2.56010 -3.90420
H -0.65420 -1.37360 -5.70500
H 1.01740 0.38890 -5.11190
H 1.40620 0.88500 -2.69190
I -2.06800 5.72210 -0.73590
C -1.98770 3.77280 -0.25890
C -2.98580 3.01890 0.29890
N -2.46150 1.76490 0.43430
N -1.19140 1.66390 0.00000
C -0.90480 2.89960 -0.42480
H -3.99640 3.24530 0.60650
H -2.90750 0.93480 0.81160
H 0.07800 3.09800 -0.83270
H 1.75080 0.00000 0.00000

(6)
42
Properties=species:S:1:pos:R:3 method="wB97M-V/def2-TZVPD" lumo_energy_ev=0.0 smiles="O=C(NCc1ccc(F)cc1)c1ccc(CS(=O)(=O)c2ccc(Br)cc2)o1" orbital_gap_ha=0.3335 e_homo_ev=-9.12
O -1.66769 -2.67485 -1.87335
C -1.09974 -1.66320 -1.51430
N -0.79987 -1.38672 -0.22338
H -0.32478 -0.52603 -0.00174
C -1.19881 -2.24039 0.87114
C -1.68962 -1.44266 2.04785
C -2.38327 -0.25290 1.85720
C -2.81862 0.49410 2.93658
C -2.55551 0.03249 4.21328
C -1.87853 -1.15294 4.43386
C -1.44697 -1.88486 3.34302
H -0.91190 -2.80840 3.50168
H -1.69157 -1.48624 5.44187
F -2.96960 0.76086 5.27044
H -3.35742 1.41836 2.80003
H -2.59284 0.09020 0.85472
H -1.98934 -2.89281 0.48226
H -0.36313 -2.88024 1.18032
C -0.66077 -0.61596 -2.45406
C -0.62274 -0.61240 -3.82241
C -0.11588 0.64878 -4.20347
C 0.11073 1.34056 -3.04604
C 0.68689 2.66447 -2.78223
H 0.74914 3.27113 -3.67965
H 0.18032 3.19881 -1.98314
S 2.42725 2.43132 -2.19448
O 3.17599 1.79327 -3.23759
O 2.88691 3.69288 -1.68600
C 2.27980 1.28156 -0.81702
C 1.77524 1.73141 0.38855
C 1.68407 0.85570 1.45735
C 2.11422 -0.45330 1.28984
C 2.61412 -0.90815 0.07808
C 2.69428 -0.02569 -0.98535
H 3.08668 -0.32910 -1.94305
H 2.94103 -1.93084 -0.02706
Br 2.03310 -1.64519 2.76117
H 1.29618 1.18251 2.40999
H 1.48124 2.76394 0.49038
O -0.21102 0.57630 -1.97638
H 0.05364 1.00240 -5.19899
H -0.92124 -1.41818 -4.45992

Let's list E_tot in order: -4266.197462; -3219.734041; -2413.322672; -2624.913108; -1668.045101; -4160.815728 Ha.